## i
45
Properties=species:S:1:pos:R:3 method="wB97M-V/def2-TZVPD" charge=-1 gap_ev=9.66 lumo_ev=2.768
C -1.065 -0.089 -1.076
C 0.360 -0.044 -1.558
C 1.089 -1.342 -1.237
O 1.631 -1.445 0.066
C -2.027 -0.997 -1.762
N -3.273 -1.245 -1.201
C -3.503 -1.402 0.220
O -1.855 -1.451 -2.895
H -1.148 -0.311 -0.014
H -1.367 0.972 -1.049
H 0.424 0.115 -2.646
H 0.791 0.916 -1.248
H 0.507 -2.221 -1.512
H 1.953 -1.421 -1.909
H -3.771 -1.913 -1.770
H -4.157 -2.228 0.475
H -3.977 -0.557 0.732
H -2.609 -1.645 0.807
H -0.051 2.891 0.657
H 1.308 1.672 1.278
O 0.383 2.042 0.562
H -0.867 1.137 1.405
H -2.092 1.812 1.158
O -1.848 0.976 1.578
H 3.215 0.046 2.191
H 3.061 -1.434 1.855
O 3.748 -0.784 2.028
H 1.096 -0.915 0.670
H 0.681 1.743 4.264
O 0.283 0.921 3.960
H -0.283 -2.065 -3.794
H -0.267 -0.824 -4.637
O 0.167 -1.676 -4.556
H -2.847 -0.125 3.689
H -2.562 -0.585 2.252
O -2.964 -0.861 3.085
H 2.181 3.318 -1.116
H 1.388 2.178 -1.668
O 1.789 3.020 -1.942
H 0.914 0.748 3.215
H 2.777 2.024 2.188
O 2.130 1.320 2.102
H 2.861 -0.158 -0.654
H 4.292 -0.145 -0.829
O 3.507 0.034 -1.366

---

## ii
45
Properties=species:S:1:pos:R:3 method="wB97M-V/def2-TZVPD" charge=-1 gap_ev=9.12 lumo_ev=2.408
O 2.128 -0.407 3.352
C 1.948 -1.044 2.311
N 0.837 -1.033 1.548
C 0.613 -1.854 0.305
C -0.809 -2.092 -0.031
C -1.659 -3.058 0.705
O -2.635 -2.421 1.532
C 1.457 -3.156 0.326
H 2.765 -1.687 2.087
H -0.035 -0.662 1.935
H 1.191 -1.169 -0.525
H -0.897 -2.292 -1.085
H -1.171 -0.927 0.105
H -2.257 -3.658 -0.107
H -1.003 -3.811 1.278
H 1.364 -3.764 -0.524
H 2.543 -2.839 0.389
H 1.074 -3.818 1.132
H 0.926 2.831 -3.120
H 1.630 2.130 -2.220
O 1.838 2.985 -2.699
H -1.595 1.921 2.314
H -2.019 0.612 2.367
O -2.103 1.371 2.870
H 2.743 2.945 1.480
H 1.344 3.567 1.292
O 2.199 3.711 1.514
H -4.066 1.466 -0.468
H -2.800 -1.584 1.129
O -3.652 0.656 -0.495
H -2.639 0.955 -0.736
H -1.570 2.161 -1.888
O -1.266 1.543 -1.201
H 2.042 0.461 -0.564
H 3.369 1.221 -0.482
O 2.760 0.540 -0.021
H 0.324 1.897 0.914
H -1.031 2.233 0.168
O -0.538 2.319 1.037
H -1.252 0.088 -2.785
H -1.138 0.913 -4.014
O -0.701 0.147 -3.532
H 0.608 0.486 -2.579
H 0.094 1.242 -1.225
O 1.035 0.875 -1.790

---

Energetically preferred structure: i | next structure: +0.0661 hartree

---

## i
52
Properties=species:S:1:pos:R:3 method="wB97M-V/def2-TZVPD" gap_ev=9.21 lumo_ev=0.520 smiles="O=C(NCc1cccc(Cl)c1)[C@H]1CCC(=O)N(CCN2CCOCC2)C1"
O 0.943 -1.642 2.653
C 0.921 -0.446 2.448
N 2.030 0.263 2.157
H 1.965 1.240 1.924
C 3.332 -0.359 2.026
C 3.821 -0.324 0.602
C 3.066 -0.944 -0.388
C 3.493 -0.909 -1.704
C 4.670 -0.260 -2.050
C 5.418 0.354 -1.063
C 4.996 0.327 0.256
H 5.588 0.809 1.021
H 6.336 0.858 -1.324
H 4.992 -0.243 -3.079
Cl 2.550 -1.686 -2.932
H 2.157 -1.460 -0.122
H 4.045 0.145 2.686
H 3.206 -1.395 2.358
C -0.391 0.335 2.520
C -1.312 -0.215 1.431
N -2.600 0.446 1.415
C -2.829 1.709 1.836
O -3.899 2.263 1.658
C -1.723 2.400 2.619
C -0.326 1.848 2.365
H -0.011 2.111 1.352
H 0.370 2.295 3.080
H -1.778 3.465 2.384
H -1.980 2.293 3.677
C -3.640 -0.203 0.642
H -4.600 0.151 1.025
H -3.566 -1.281 0.796
C -3.561 0.154 -0.846
N -2.322 -0.298 -1.456
C -1.965 0.471 -2.637
C -0.597 0.005 -3.136
O -0.604 -1.366 -3.450
C -0.974 -2.124 -2.324
C -2.348 -1.710 -1.799
H -2.584 -2.297 -0.910
H -3.109 -1.919 -2.573
H -0.980 -3.167 -2.644
H -0.229 -1.993 -1.524
H -0.320 0.529 -4.053
H 0.159 0.206 -2.360
H -1.914 1.529 -2.372
H -2.706 0.343 -3.446
H -3.605 1.243 -0.922
H -4.445 -0.258 -1.361
H -1.472 -1.283 1.604
H -0.838 -0.102 0.446
H -0.830 0.095 3.496

---

## ii
52
Properties=species:S:1:pos:R:3 method="wB97M-V/def2-TZVPD" gap_ev=9.14 lumo_ev=0.680 smiles="CCOC(=O)N1CCN([C@H]2CCCN(C(=O)c3cccc(Cl)c3)C2)CC1"
C 0.393 4.004 -4.413
C 0.878 2.961 -5.410
H 0.166 2.873 -6.237
H 1.868 3.215 -5.796
O 1.040 1.684 -4.798
C -0.090 0.951 -4.661
O -1.178 1.309 -5.049
N 0.155 -0.260 -4.106
C 1.393 -0.589 -3.442
H 1.580 -1.655 -3.603
C 1.274 -0.282 -1.940
N -0.115 -0.403 -1.527
C -0.310 -0.303 -0.097
C -1.714 0.207 0.248
C -1.824 0.419 1.756
H -2.833 0.736 2.022
H -1.128 1.201 2.069
C -1.485 -0.875 2.501
N -0.176 -1.345 2.112
C 0.946 -1.246 2.862
O 2.060 -1.437 2.408
C 0.752 -0.934 4.316
C 0.130 -1.852 5.154
C 0.034 -1.578 6.508
C 0.547 -0.404 7.039
C 1.174 0.498 6.198
C 1.285 0.235 4.843
H 1.786 0.931 4.188
H 1.583 1.411 6.605
H 0.461 -0.208 8.096
Cl -0.743 -2.718 7.550
H -0.266 -2.774 4.757
C -0.050 -1.603 0.693
H 0.961 -1.972 0.513
H -0.777 -2.372 0.411
H -1.513 -0.709 3.578
H -2.219 -1.649 2.245
H -1.900 1.138 -0.288
H -2.465 -0.519 -0.068
H 0.413 0.443 0.258
C -0.786 -1.486 -2.215
H -1.766 -1.653 -1.772
C -0.968 -1.074 -3.685
H -1.043 -1.961 -4.324
H -1.868 -0.470 -3.816
H -0.218 -2.430 -2.153
H 1.584 0.749 -1.746
H 1.944 -0.955 -1.379
H 2.208 -0.021 -3.887
H -0.597 3.733 -4.055
H 1.074 4.061 -3.566
H 0.342 4.975 -4.895

---

Energetically preferred structure: ii | next structure: +0.0028 hartree

---

## i
79
Properties=species:S:1:pos:R:3 method="wB97M-V/def2-TZVPD" charge=-2 spin_multiplicity=2 gap_ev="6.76 / 6.61" lumo_ev="4.357 / 4.359" s_squared=0.7662
Ru 0.456 0.398 0.496
C -3.500 1.384 4.914
C -2.457 2.263 4.245
O -1.155 1.678 4.251
P -0.758 0.452 3.282
S 1.197 0.324 3.210
S -1.923 0.354 1.668
O -1.314 -0.830 4.137
C -0.875 -1.026 5.480
C 0.062 -2.217 5.566
H -4.460 1.906 4.931
H -3.205 1.147 5.939
H -3.619 0.453 4.358
H -2.341 3.207 4.778
H -2.747 2.482 3.217
H -1.774 -1.206 6.077
H -0.390 -0.124 5.859
H -0.408 -3.092 5.115
H 0.300 -2.434 6.611
H 0.981 -2.001 5.023
C -2.786 -1.418 -0.748
Ge -0.880 -1.007 -1.078
C -1.089 -0.253 -2.895
C -1.463 1.086 -3.032
C -1.758 1.624 -4.279
C -1.671 0.830 -5.415
C -1.285 -0.497 -5.298
C -0.999 -1.033 -4.048
C -0.097 -2.814 -1.344
C -0.760 -3.906 -0.845
C -0.216 -5.211 -0.920
C 0.999 -5.418 -1.501
C 1.736 -4.325 -2.025
C 3.006 -4.511 -2.629
C 3.713 -3.446 -3.108
C 3.191 -2.138 -2.992
C 1.968 -1.936 -2.424
C 1.195 -3.018 -1.928
H -3.148 -2.064 -1.551
H -3.350 -0.484 -0.758
H -2.946 -1.893 0.221
H -1.511 1.717 -2.151
H -2.048 2.665 -4.364
H -1.879 1.251 -6.391
H -1.192 -1.111 -6.186
H -0.696 -2.072 -3.968
H -1.732 -3.777 -0.382
H -0.773 -6.048 -0.512
H 1.417 -6.417 -1.573
H 3.404 -5.517 -2.706
H 4.677 -3.599 -3.578
H 3.765 -1.291 -3.349
H 1.577 -0.933 -2.331
C 1.908 -2.109 1.250
O 1.754 -1.037 0.378
H 1.026 -2.298 1.877
H 2.752 -1.948 1.937
H 2.106 -3.030 0.681
N 1.233 1.360 -1.180
C 1.682 1.617 -2.211
C 2.245 2.015 -3.429
C 1.907 1.385 -4.655
N 1.685 0.910 -5.686
C 3.202 3.063 -3.464
N 3.991 3.905 -3.531
F 2.321 4.360 2.258
C 1.765 4.212 1.039
F 1.928 5.395 0.405
F 2.484 3.303 0.391
C 0.257 3.776 1.161
O 0.111 2.499 1.489
C -0.479 4.164 -0.193
F -1.029 5.403 -0.177
F 0.333 4.133 -1.258
F -1.476 3.308 -0.426
C -0.373 4.660 2.296
F 0.003 4.241 3.503
F -0.053 5.972 2.221
F -1.721 4.586 2.261

---

## ii
79
Properties=species:S:1:pos:R:3 method="wB97M-V/def2-TZVPD" charge=-2 spin_multiplicity=2 gap_ev="6.55 / 6.74" lumo_ev="3.591 / 3.786" s_squared=0.8088
Ru -0.474 -0.519 0.487
C 3.682 -2.248 3.383
C 2.253 -1.728 3.395
O 2.241 -0.319 3.470
P 1.205 0.578 2.447
S -0.554 -0.017 3.349
S 2.074 -0.125 0.698
O 1.787 1.977 3.033
C 1.920 2.204 4.420
C 1.208 3.504 4.779
H 3.665 -3.328 3.263
H 4.193 -1.991 4.309
H 4.215 -1.806 2.545
H 1.699 -2.128 4.254
H 1.748 -2.063 2.482
H 2.991 2.267 4.653
H 1.483 1.373 4.981
H 1.612 4.319 4.181
H 1.339 3.727 5.837
H 0.145 3.408 4.565
C -0.921 -1.839 -3.305
Ge -0.407 -0.377 -1.998
C -1.699 1.042 -2.640
C -2.565 1.610 -1.714
C -3.561 2.494 -2.089
C -3.694 2.848 -3.421
C -2.811 2.332 -4.357
C -1.829 1.437 -3.966
C 1.312 0.284 -2.813
C 2.083 -0.562 -3.574
C 3.325 -0.175 -4.089
C 3.820 1.075 -3.842
C 3.080 1.984 -3.059
C 3.563 3.280 -2.778
C 2.844 4.142 -1.999
C 1.620 3.734 -1.451
C 1.133 2.482 -1.703
C 1.828 1.575 -2.524
H -0.733 -1.545 -4.334
H -1.981 -2.045 -3.189
H -0.383 -2.757 -3.092
H -2.455 1.338 -0.668
H -4.243 2.892 -1.349
H -4.484 3.520 -3.728
H -2.904 2.623 -5.398
H -1.150 1.032 -4.706
H 1.715 -1.556 -3.783
H 3.893 -0.880 -4.685
H 4.782 1.377 -4.238
H 4.521 3.581 -3.188
H 3.221 5.135 -1.786
H 1.070 4.410 -0.812
H 0.203 2.163 -1.256
C -0.623 2.725 1.656
O 0.217 1.707 1.217
H -0.035 3.584 2.007
H -1.272 2.380 2.476
H -1.248 3.052 0.817
N -2.682 -0.476 0.902
C -3.814 -0.706 0.763
C -5.155 -0.929 0.595
C -5.740 -0.886 -0.667
N -6.289 -0.847 -1.682
C -5.998 -1.185 1.673
N -6.752 -1.386 2.524
F -2.044 -5.088 -0.160
C -1.786 -3.914 0.455
F -1.879 -2.963 -0.481
F -2.784 -3.723 1.319
C -0.386 -3.854 1.146
O -0.001 -2.628 1.379
C 0.635 -4.576 0.207
F 1.887 -4.415 0.632
F 0.457 -5.914 0.101
F 0.575 -4.097 -1.038
C -0.466 -4.688 2.466
F -1.007 -4.008 3.465
F -1.187 -5.826 2.348
F 0.748 -5.083 2.882

---

Energetically preferred structure: i | next structure: +0.0519 hartree

---

## i
10
Properties=species:S:1:pos:R:3 method="wB97M-V/def2-TZVPD" gap_ev="7.80 / 7.80" lumo_ev="0.247 / 0.247" smiles="[H]/P=N/NNP"
N -1.454 -0.181 1.168
N -0.812 0.001 0.049
N 0.520 0.330 0.136
P -3.033 -0.472 1.289
P 1.416 -0.671 -1.020
H -1.145 -0.514 -0.780
H 0.903 0.350 1.047
H -3.175 -0.331 2.807
H 2.530 0.178 -1.067
H 0.781 -0.215 -2.125

---

## ii
10
Properties=species:S:1:pos:R:3 method="wB97M-V/def2-TZVPD" gap_ev=8.25 lumo_ev=-0.401 smiles="[H]/P=N/NNP"
N 1.505 -0.033 0.173
N 0.779 1.361 0.073
N -0.552 1.072 -0.044
P 3.048 -0.078 0.425
P -1.374 -0.307 0.685
H 1.027 2.070 0.861
H -0.938 1.087 -0.999
H 2.929 -1.494 0.648
H -1.199 -1.312 -0.287
H -2.729 0.087 0.118

---

Energetically preferred structure: i | next structure: +0.0073 hartree